Below is C6H6N2O2 in the gas phase in a non-equilibrium geometry, with properties calculated with wB97M-V/def2-TZVPD.

Geometry as XYZ:
```
16
C6H6N2O2 wB97M-V/def2-TZVPD
C -1.45 -0.96 0.50
C 0.62 0.87 1.54
C 0.76 1.00 -0.87
C 1.50 -0.27 -0.94
C -1.89 -2.14 0.43
C -0.20 1.14 0.34
N -1.24 0.17 0.06
N 0.99 0.41 2.51
O 0.85 1.88 -1.71
O -0.62 2.46 0.35
H 2.23 -0.15 -0.04
H 2.18 -0.65 -1.73
H 0.81 -1.09 -0.62
H -2.48 -2.76 1.18
H -1.38 -2.71 -0.43
H -0.68 2.80 -0.56
```

- energy (eV) = -13391.08670
- energy relative to the best compared isomer or geometry (same formula, charge and spin) (eV) = 3.540
- 2S+1 = 1
- E_HOMO (eV) = -9.82
- SMILES string = C=C=N[C@@](O)(C#N)C(C)=O
- gap between HOMO and LUMO (hartree) = 0.3670

---

Below is 2 unconnected molecules or ions with the total composition C6H6N2O2 in a non-equilibrium geometry, with properties calculated with wB97M-V/def2-TZVPD.

Geometry as XYZ:
```
16
C6H6N2O2 wB97M-V/def2-TZVPD
C -1.95 -0.90 -0.69
C -1.89 -1.16 0.65
C -1.24 -0.20 1.38
C -1.08 1.35 -0.45
C 4.50 0.19 -0.58
C 4.33 -0.98 -0.18
H -1.75 0.50 -2.16
H -2.17 -2.09 0.97
H -1.04 -0.05 2.42
H -1.01 2.09 1.50
H 4.50 1.25 -0.73
H 4.38 -2.06 0.45
N -1.63 0.29 -1.14
N -1.05 1.11 0.97
O -2.14 -1.80 -1.43
O -0.76 2.45 -0.98
```

- energy (eV) = -13390.70132
- energy relative to the best compared isomer or geometry (same formula, charge and spin) (eV) = 3.925
- 2S+1 = 1
- E_HOMO (eV) = -9.45
- SMILES string = O=c1cc[nH]c(=O)[nH]1.C#C
- gap between HOMO and LUMO (hartree) = 0.3590

---

Below is C6H6N2O2S in the gas phase in a non-equilibrium geometry, with properties calculated with wB97M-V/def2-TZVPD.

Geometry as XYZ:
```
17
C6H6N2O2S wB97M-V/def2-TZVPD
C -1.44 0.00 0.60
C -1.49 1.19 -0.17
C -0.48 -0.21 1.70
C -0.53 2.13 -0.09
C -0.17 -0.91 0.63
C 0.90 -1.72 -0.03
N 0.68 1.98 0.57
N 0.67 -2.17 -1.30
O 1.91 -1.91 0.64
O 1.68 0.46 -1.27
S 1.90 1.24 -0.01
H -2.22 -0.66 0.72
H -2.35 1.36 -0.67
H -0.36 0.03 2.77
H -0.52 3.07 -0.70
H 0.21 -1.47 -1.87
H 1.60 -2.43 -1.52
```

- energy (eV) = -24225.14410
- energy relative to the best compared isomer or geometry (same formula, charge and spin) (eV) = 3.315
- 2S+1 = 1
- E_HOMO (eV) = -8.86
- gap between HOMO and LUMO (hartree) = 0.2927

---

Below is 2 unconnected molecules or ions with the total composition C6H6N2O3S in a non-equilibrium geometry, with properties calculated with wB97M-V/def2-TZVPD.

Geometry as XYZ:
```
18
C6H6N2O3S wB97M-V/def2-TZVPD
C -0.97 1.74 0.37
C -1.20 0.45 0.91
C 0.08 1.82 -0.60
C -0.44 -0.67 0.52
C 0.74 0.69 -1.06
C 0.56 -0.52 -0.42
N 2.01 -2.82 0.18
N 0.21 -2.86 -2.93
O -0.80 -2.32 -3.34
O 0.91 -3.63 -3.47
O 2.72 -1.28 -1.77
S 1.63 -1.87 -1.02
H -1.47 2.67 0.54
H -2.03 0.21 1.50
H 0.52 2.61 -1.18
H -0.60 -1.59 1.03
H 1.36 0.89 -1.87
H 2.96 -3.05 -0.04
```

- energy (eV) = -26270.55126
- energy relative to the best compared isomer or geometry (same formula, charge and spin) (eV) = 6.759
- 2S+1 = 1
- E_HOMO (spin up / spin down) (eV) = -9.98 / -8.89
- gap between HOMO and LUMO (spin up / spin down) (hartree) = 0.3054 / 0.2611

---

Below is C6H6N2O3S in the gas phase in a non-equilibrium geometry, with properties calculated with wB97M-V/def2-TZVPD.

Geometry as XYZ:
```
18
C6H6N2O3S wB97M-V/def2-TZVPD
C 0.88 2.86 0.30
C 1.51 1.71 -0.07
C -0.47 1.17 0.29
C -0.60 -2.65 0.09
C 0.90 -0.66 -0.57
C -0.49 -1.27 -0.46
N -0.43 2.48 0.56
N 0.68 0.71 -0.22
O 0.27 -3.29 0.57
O -2.87 -0.09 -0.32
O -1.78 -0.42 1.83
S -1.67 -0.15 0.47
H 1.28 3.82 0.42
H 2.50 1.76 -0.45
H -1.68 -3.00 0.33
H 1.65 -1.06 0.20
H 1.38 -0.73 -1.58
H -1.06 -1.19 -1.39
```

- energy (eV) = -26274.54908
- energy relative to the best compared isomer or geometry (same formula, charge and spin) (eV) = 2.761
- 2S+1 = 1
- E_HOMO (eV) = -9.64
- SMILES string = O=C[C@@H]1Cn2ccnc2S1(=O)=O
- gap between HOMO and LUMO (hartree) = 0.3622

---

Below is a gas-phase ion, C6H6N2O4 (charge -2) in a non-equilibrium geometry, with properties calculated with wB97M-V/def2-TZVPD.

Geometry as XYZ:
```
18
C6H6N2O4 wB97M-V/def2-TZVPD
C 0.54 -0.77 -1.70
C -1.82 1.52 0.45
C 2.91 0.36 0.53
C -0.87 -0.41 -1.15
C -0.96 0.21 0.15
C -0.82 -0.72 1.36
N 1.62 -0.36 -1.18
N 1.62 0.42 -0.16
O -2.14 1.74 1.65
O 3.55 -0.67 0.39
O -2.18 2.09 -0.58
O 3.19 1.39 1.16
H 0.51 -1.18 -2.70
H -1.17 0.46 -1.81
H -1.55 -1.32 -1.36
H -1.27 -1.66 1.06
H -1.34 -0.21 2.24
H 0.18 -0.90 1.64
```

- energy (eV) = -17486.05473
- energy relative to the best compared isomer or geometry (same formula, charge and spin) (eV) = 2.073
- net charge = -2
- 2S+1 = 1
- E_HOMO (spin up / spin down) (eV) = -0.87 / -0.12
- gap between HOMO and LUMO (spin up / spin down) (hartree) = 0.2605 / 0.2334

---

Below is C6H6N2OS in the gas phase in a non-equilibrium geometry, with properties calculated with wB97M-V/def2-TZVPD.

Geometry as XYZ:
```
16
C6H6N2OS wB97M-V/def2-TZVPD
C 1.34 -2.53 0.13
C 0.29 -1.72 -0.08
C 1.54 0.31 -0.83
C 0.51 2.02 0.71
C -1.07 -1.58 -0.42
C 0.77 1.28 -0.40
N 2.62 -2.08 0.13
N -2.06 -1.93 0.41
O 4.18 -0.21 -0.25
S 2.82 -0.50 0.11
H 1.14 -3.59 0.25
H -0.30 2.82 0.70
H 1.07 1.88 1.58
H -1.41 -1.19 -1.45
H 0.10 1.43 -1.26
H -2.89 -1.66 0.01
```

- energy (eV) = -22172.68036
- energy relative to the best compared isomer or geometry (same formula, charge and spin) (eV) = 8.829
- 2S+1 = 1
- E_HOMO (spin up / spin down) (eV) = -8.85 / -9.02
- gap between HOMO and LUMO (spin up / spin down) (hartree) = 0.2484 / 0.2690

---

Below is a gas-phase ion, C6H6N3 (charge +1) in a non-equilibrium geometry, with properties calculated with wB97M-V/def2-TZVPD.

Geometry as XYZ:
```
15
C6H6N3 wB97M-V/def2-TZVPD
C 3.29 -0.25 -0.03
C -1.02 0.70 0.06
C -0.29 -1.67 0.22
C 0.02 1.54 0.04
C 2.03 0.23 0.04
C -1.22 -0.77 0.02
N 4.29 -0.84 -0.08
N 1.41 1.34 -0.03
N -2.52 -1.14 -0.18
H -1.98 1.20 0.08
H 0.29 -2.55 0.07
H -0.23 2.59 0.05
H 1.93 2.22 -0.16
H -3.25 -0.50 0.09
H -2.76 -2.12 -0.19
```

- energy (eV) = -10775.73950
- energy relative to the best compared isomer or geometry (same formula, charge and spin) (eV) = 5.918
- net charge = +1
- 2S+1 = 1
- E_HOMO (spin up / spin down) (eV) = -13.40 / -13.40
- gap between HOMO and LUMO (spin up / spin down) (hartree) = 0.2527 / 0.2525

---

Below is a gas-phase ion, C6H6N3O (charge +1) in a non-equilibrium geometry, with properties calculated with wB97M-V/def2-TZVPD.

Geometry as XYZ:
```
16
C6H6N3O wB97M-V/def2-TZVPD
C -0.79 -0.08 2.15
C 0.53 -0.17 1.66
C -1.86 0.13 1.32
C 0.83 -0.05 0.32
C -1.60 0.22 -0.06
C -0.26 0.12 -0.49
N -2.44 0.34 -1.09
N -0.44 0.23 -2.05
N 0.45 0.03 -3.00
O -1.79 0.37 -2.20
H -0.95 -0.19 3.21
H 1.33 -0.35 2.37
H -2.87 0.22 1.70
H 1.83 -0.12 -0.08
H 1.08 0.81 -3.19
H 0.12 -0.44 -3.84
```

- energy (eV) = -12825.25890
- energy relative to the best compared isomer or geometry (same formula, charge and spin) (eV) = 4.765
- net charge = +1
- 2S+1 = 1
- E_HOMO (spin up / spin down) (eV) = -13.80 / -13.80
- SMILES string = N[n+]1onc2ccccc21
- gap between HOMO and LUMO (spin up / spin down) (hartree) = 0.2866 / 0.2865

---

Below is a molecular structure, C6H6N3O2P3 in a non-equilibrium geometry, with properties calculated with wB97M-V/def2-TZVPD.

Geometry as XYZ:
```
20
C6H6N3O2P3 wB97M-V/def2-TZVPD
C 2.13 -1.17 0.92
C 2.34 -0.78 -0.41
C 0.86 -1.00 1.46
C 1.41 -0.29 -1.28
C -0.10 -0.56 0.60
C 0.13 -0.35 -0.75
N -5.46 -0.23 0.08
N -3.34 1.25 -0.35
N -3.11 -1.48 -0.35
O -1.45 -0.37 0.99
O -1.05 0.07 -1.38
P -4.80 -1.58 -0.34
P -4.79 1.12 0.78
P -2.38 -0.10 -0.25
H 2.92 -1.73 1.41
H 3.36 -0.69 -0.79
H 0.72 -0.99 2.62
H 1.54 -0.11 -2.30
H -2.96 2.22 -0.43
H -5.81 2.03 -0.03
```

- energy (eV) = -42751.57833
- energy relative to the best compared isomer or geometry (same formula, charge and spin) (eV) = 0.000
- 2S+1 = 1
- E_HOMO (eV) = -8.77
- gap between HOMO and LUMO (hartree) = 0.3244

---

Below is C6H6N4O in the gas phase in a non-equilibrium geometry, with properties calculated with wB97M-V/def2-TZVPD.

Geometry as XYZ:
```
17
C6H6N4O wB97M-V/def2-TZVPD
C -0.82 -0.50 0.03
C -0.19 2.72 1.21
C 1.12 2.89 0.69
C -0.16 0.66 0.27
C 0.97 -1.54 -1.09
C -0.82 -2.78 -0.72
N -0.80 1.58 1.16
N 1.72 1.89 0.16
N -0.24 -1.45 -0.83
N 1.07 0.85 -0.20
O 2.01 -1.76 -1.63
H -1.86 -0.54 0.40
H -0.74 3.64 1.54
H 1.70 3.75 0.79
H -0.40 -3.21 0.21
H -1.96 -2.69 -0.44
H -0.60 -3.52 -1.55
```

- energy (eV) = -14322.09144
- energy relative to the best compared isomer or geometry (same formula, charge and spin) (eV) = 5.425
- 2S+1 = 1
- E_HOMO (eV) = -7.03
- gap between HOMO and LUMO (hartree) = 0.2668

---

Below is a molecular structure, C6H6NO2 in a non-equilibrium geometry, with properties calculated with wB97M-V/def2-TZVPD.

Geometry as XYZ:
```
15
C6H6NO2 wB97M-V/def2-TZVPD
C -0.96 2.40 -1.43
C -0.28 1.39 -1.35
C -0.90 -0.76 -0.26
C 1.48 0.65 0.66
C -2.34 -0.34 -0.05
C 2.30 -0.46 0.37
N -0.03 0.41 -0.59
O -0.28 -1.73 0.07
O 1.29 1.50 1.40
H -2.77 -0.85 0.89
H -2.22 0.70 -0.03
H -2.89 -0.62 -0.94
H 1.71 -1.48 0.74
H 2.74 -0.48 -0.65
H 3.15 -0.33 1.19
```

- energy (eV) = -11888.89811
- energy relative to the best compared isomer or geometry (same formula, charge and spin) (eV) = 6.050
- net charge = +1
- 2S+1 = 1
- E_HOMO (spin up / spin down) (eV) = -15.03 / -15.03
- gap between HOMO and LUMO (spin up / spin down) (hartree) = 0.2612 / 0.2611

---

Below is a molecular structure, C6H6NO4P in a non-equilibrium geometry, with properties calculated with wB97M-V/def2-TZVPD.

Geometry as XYZ:
```
18
C6H6NO4P wB97M-V/def2-TZVPD
C -1.19 -1.09 0.74
C -2.17 -0.16 0.49
C 0.19 -0.95 0.24
C 0.33 -0.03 -0.94
C -2.12 1.16 0.06
C 0.19 1.34 -0.36
N -0.95 1.89 -0.06
O 3.45 -1.38 0.05
O 3.18 1.11 0.31
O 1.61 -0.26 -1.47
O 1.28 -0.33 1.05
P 2.54 -0.18 0.10
H -1.54 -2.07 1.02
H -3.15 -0.52 0.71
H 0.58 -1.93 0.04
H -0.38 -0.14 -1.66
H -3.07 1.76 -0.11
H 1.22 1.77 -0.21
```

- energy (eV) = -25288.19193
- energy relative to the best compared isomer or geometry (same formula, charge and spin) (eV) = 0.440
- net charge = -2
- 2S+1 = 1
- E_HOMO (eV) = 1.20
- gap between HOMO and LUMO (hartree) = 0.2039

---

Below is C6H6O in the gas phase in a non-equilibrium geometry, with properties calculated with wB97M-V/def2-TZVPD.

Geometry as XYZ:
```
13
C6H6O wB97M-V/def2-TZVPD
C 0.46 2.07 -2.62
C 0.85 1.26 -1.79
C 1.01 -0.71 -0.13
C -0.19 0.04 0.68
C -0.91 -1.01 1.59
C 1.17 0.23 -1.05
O 1.42 -1.85 0.10
H 0.07 2.79 -3.27
H -0.05 -1.63 1.90
H -0.91 0.43 -0.02
H 0.25 0.83 1.26
H -1.66 -0.58 2.27
H -1.52 -1.87 1.08
```

- energy (eV) = -8360.61856
- energy relative to the best compared isomer or geometry (same formula, charge and spin) (eV) = 5.888
- 2S+1 = 1
- E_HOMO (eV) = -8.49
- gap between HOMO and LUMO (hartree) = 0.2448

---

Below is a molecular structure, C6H6O, with properties calculated with wB97M-V/def2-TZVPD.

Geometry as XYZ:
```
13
C6H6O wB97M-V/def2-TZVPD
C 2.50 0.48 0.34
C 1.49 0.33 -0.31
C 0.10 0.04 -0.46
C -1.01 1.07 -0.40
C -0.76 0.20 0.78
O -1.34 -1.09 0.65
C -0.49 -1.36 -0.49
H 3.21 0.58 1.12
H -1.90 0.93 -1.01
H -0.64 2.08 -0.31
H -0.42 0.55 1.75
H 0.27 -2.11 -0.24
H -1.06 -1.67 -1.37
```

- energy (eV) = -8362.05480
- energy relative to the best compared isomer or geometry (same formula, charge and spin) (eV) = 4.451
- 2S+1 = 1
- E_HOMO (eV) = -8.95
- gap between HOMO and LUMO (hartree) = 0.3656

---

Below is C6H6O in the gas phase in a non-equilibrium geometry, with properties calculated with wB97M-V/def2-TZVPD.

Geometry as XYZ:
```
13
C6H6O wB97M-V/def2-TZVPD
O -2.37 0.67 0.24
C -0.48 -0.92 0.11
C 0.72 -0.60 -0.68
C -0.34 0.40 -0.74
C -1.38 1.19 -0.59
C 1.89 -0.27 0.08
C 2.85 -0.02 0.76
H -2.14 0.94 1.14
H -0.44 -0.87 1.21
H -1.22 -1.64 -0.25
H 0.85 -1.20 -1.57
H -1.67 2.14 -1.02
H 3.73 0.19 1.32
```

- energy (eV) = -8361.40079
- energy relative to the best compared isomer or geometry (same formula, charge and spin) (eV) = 5.105
- 2S+1 = 1
- E_HOMO (eV) = -9.42
- SMILES string = C#C[C@H]1C/C1=C\O
- gap between HOMO and LUMO (hartree) = 0.3794